C24H30BiF3O5 | ωB97M-V with the def2-TZVPD basis set

HOMO-LUMO gap (spin up / spin down) (eV): 2.63 / 2.74
M (g/mol): 664.5
Charge: -2
Strongest force on any atom (eV/A): 2.28
E (eV): -49598.39813

Geometry as XYZ:
```
63
Properties=species:S:1:pos:R:3:mulliken_charge:R:1
C -0.93386 0.18316 -3.21682 3.54
C 0.08043 0.24147 -2.05636 -1.75
C -1.99426 -0.86057 -2.82328 -1.56
C -1.38634 -1.70485 -1.66356 0.10
H -2.23236 -1.48346 -3.68919 0.27
H -2.93552 -0.37414 -2.55088 0.29
C 0.15827 -1.21192 -1.62956 0.76
H -0.31098 0.93070 -1.28889 0.24
H 1.04653 0.61983 -2.40856 0.60
C 1.23700 -1.66475 -0.60729 -0.98
H 0.50160 -1.75251 -2.53361 0.10
H -1.31742 -2.76215 -1.99007 0.25
C -2.26776 -1.67856 -0.49986 0.90
C -1.46422 1.54971 -3.60188 -0.36
C -0.30349 -0.21932 -4.55542 -0.51
O -0.73088 -1.08947 -5.29411 -0.62
O -1.39602 2.54064 -2.89555 -0.63
O -1.99465 1.54944 -4.83973 -0.27
O 0.78331 0.50274 -4.86945 -0.27
C 1.26371 0.22366 -6.18828 -0.82
H 2.10888 0.89285 -6.32680 0.26
H 0.48272 0.43033 -6.92669 0.30
H 1.57400 -0.82237 -6.27337 0.30
C -2.45200 2.83678 -5.24902 -0.82
H -3.16605 3.23908 -4.52226 0.31
H -2.92278 2.67724 -6.21692 0.25
H -1.60524 3.52763 -5.34265 0.32
O 1.70135 -0.76713 0.38290 -0.68
H 2.15004 -1.81864 -1.22497 0.31
H 0.99204 -2.66047 -0.17793 0.13
C -2.36885 -2.88458 0.33174 -1.31
C -2.98464 -0.46193 -0.07731 -1.53
H -4.02093 -0.44946 -0.47076 0.19
H -2.50632 0.48239 -0.38640 0.18
H -3.05972 -0.45852 1.02231 0.37
H -2.22269 -2.63445 1.39081 0.11
H -1.63044 -3.64921 0.04749 0.38
H -3.36969 -3.34252 0.24122 0.21
Bi 1.08520 -0.32808 2.30756 1.29
C 2.68462 -1.12584 4.88052 -0.64
C 2.45133 -1.86454 3.66867 -0.69
C 3.33495 -1.26243 2.64530 -0.45
H 1.97775 -2.84460 3.59193 0.69
C 4.04764 -0.18929 3.28130 -0.74
C 3.64134 -0.12630 4.62580 -0.26
H 4.02182 0.58130 5.35932 0.42
H 2.25254 -1.37748 5.84673 0.36
H 3.57994 -1.71947 1.68633 0.51
H 4.80933 0.42029 2.79289 0.37
C -0.22206 2.49789 4.85202 -0.51
C 1.09803 2.61406 5.38137 -0.55
C 1.95172 3.07917 4.33775 -0.40
H 1.39214 2.41192 6.41128 0.38
C 1.16247 3.25693 3.16470 -0.78
C -0.17452 2.86329 3.47390 -0.61
H -1.01869 2.87563 2.78447 0.48
H -1.11476 2.19592 5.40464 0.41
H 3.01521 3.29539 4.42387 0.41
H 1.51036 3.64847 2.20735 0.40
F -0.92577 -2.85989 3.60503 -0.29
C -0.70920 -1.51295 3.70259 0.17
F -1.94632 -0.92820 3.51266 -0.22
F -0.40782 -1.27783 5.03301 -0.26
```